1.
{
  "formula": "C5H9ClN2",
  "method": "the ωB97M-V functional and the def2-TZVPD basis",
  "e_tot_ev": -20828.31635,
  "orbital_gap_ev": 8.36,
  "spin_multiplicity": 1,
  "relative_energy_kj_mol": 534.5,
  "symbols": ["C", "C", "N", "Cl", "H", "H", "H", "H", "C", "C", "C", "N", "H", "H", "H", "H", "H"],
  "positions_angstrom": [[0.248, -1.275, -2.187], [-0.168, 0.033, -1.499], [-0.613, 0.117, -0.246], [-1.219, -1.249, 0.485], [-0.712, -1.944, -2.489], [0.714, -1.229, -3.160], [0.813, -1.884, -1.385], [0.392, 0.827, -1.670], [-0.157, 0.479, 2.908], [0.583, 1.127, 1.782], [1.481, 0.680, 1.000], [2.242, 0.387, 0.156], [-0.084, 0.972, 3.896], [0.173, -0.511, 2.712], [-1.149, 0.663, 2.549], [0.387, 2.211, 1.633], [1.941, -0.250, -0.714]],
  "forces_ev_per_angstrom": [[-2.92, -2.13, 0.83], [-1.39, -5.07, 4.06], [-0.61, 1.12, -4.28], [-0.43, -1.40, -0.05], [1.93, 1.46, 1.15], [0.73, 0.59, 0.15], [-0.71, 0.67, -1.58], [1.78, 4.23, -1.62], [0.50, 1.35, -1.01], [-0.37, 3.44, 2.35], [-1.38, 0.43, 1.40], [3.41, -3.35, -4.90], [0.52, -0.70, -0.47], [-0.45, -1.38, 1.40], [-1.09, -0.64, 0.33], [-0.06, -0.77, -0.27], [0.54, 2.15, 2.49]]
}



2.
{
  "formula": "C28H22F3N2O6PS2V",
  "method": "the ωB97M-V functional and the def2-TZVPD basis",
  "s_squared": 2.015,
  "e_tot_ev": -109455.72182,
  "orbital_gap_ev": [8.62, 8.54],
  "spin_multiplicity": 3,
  "relative_energy_kj_mol": 54.1,
  "charge": 1,
  "symbols": ["V", "N", "C", "C", "C", "C", "C", "C", "C", "C", "N", "C", "H", "H", "H", "H", "H", "H", "H", "H", "O", "S", "O", "O", "C", "C", "C", "C", "C", "C", "P", "C", "C", "C", "C", "C", "C", "C", "C", "C", "C", "C", "C", "H", "H", "H", "H", "H", "H", "H", "H", "H", "H", "H", "H", "H", "H", "F", "C", "F", "F", "S", "O", "O", "O"],
  "positions_angstrom": [[-0.415, 1.283, 0.391], [-1.692, -0.168, 1.552], [-0.835, -0.776, 2.540], [-1.197, -1.111, 3.806], [-0.244, -1.715, 4.665], [1.018, -1.986, 4.223], [1.406, -1.636, 2.904], [2.673, -1.917, 2.343], [2.931, -1.549, 1.051], [1.958, -0.829, 0.334], [0.768, -0.546, 0.816], [0.478, -0.994, 2.077], [-2.037, -0.901, 0.930], [-2.499, 0.280, 1.980], [-2.205, -0.927, 4.156], [-0.535, -1.975, 5.671], [1.737, -2.470, 4.869], [3.424, -2.422, 2.937], [3.880, -1.754, 0.580], [2.176, -0.445, -0.655], [1.542, 1.965, 0.112], [1.294, 2.650, -1.215], [-0.203, 2.817, -1.134], [1.449, 1.279, -2.154], [0.689, 1.122, -3.308], [1.336, 1.327, -4.516], [0.649, 1.098, -5.697], [-0.671, 0.669, -5.659], [-1.300, 0.474, -4.442], [-0.633, 0.693, -3.235], [-1.541, 0.428, -1.670], [-1.846, -1.368, -1.649], [-0.915, -2.215, -2.247], [-1.033, -3.592, -2.119], [-2.081, -4.139, -1.395], [-3.016, -3.304, -0.798], [-2.899, -1.928, -0.923], [-3.161, 1.186, -1.993], [-4.168, 0.467, -2.636], [-5.376, 1.072, -2.944], [-5.586, 2.404, -2.617], [-4.583, 3.127, -1.988], [-3.374, 2.526, -1.676], [2.364, 1.655, -4.511], [1.142, 1.254, -6.646], [-1.213, 0.491, -6.577], [-2.334, 0.153, -4.430], [-0.094, -1.809, -2.822], [-0.307, -4.237, -2.595], [-2.176, -5.212, -1.302], [-3.845, -3.723, -0.244], [-3.659, -1.293, -0.478], [-4.019, -0.573, -2.909], [-6.149, 0.503, -3.441], [-6.528, 2.878, -2.854], [-4.738, 4.167, -1.735], [-2.607, 3.109, -1.193], [0.405, 4.669, 1.256], [-0.737, 4.698, 1.918], [-0.553, 5.327, 3.057], [-1.641, 5.337, 1.195], [-1.345, 2.980, 2.281], [-2.259, 3.120, 3.355], [-1.937, 2.492, 0.982], [-0.155, 2.109, 2.433]],
  "forces_ev_per_angstrom": [[0.16, -0.09, 0.50], [0.00, 0.12, -0.01], [0.07, 0.11, -0.10], [0.08, -0.07, 0.07], [-0.05, 0.06, -0.14], [0.01, 0.02, -0.04], [0.13, -0.20, -0.01], [-0.01, 0.06, -0.07], [-0.11, 0.02, 0.06], [0.10, 0.03, -0.23], [0.13, 0.17, 0.25], [-0.32, -0.04, 0.01], [-0.01, 0.06, -0.02], [0.05, -0.01, -0.03], [-0.01, 0.01, 0.02], [-0.01, -0.01, 0.04], [0.01, -0.01, 0.01], [0.01, -0.02, 0.02], [0.02, -0.01, 0.01], [0.03, -0.01, 0.06], [0.10, 0.13, -0.22], [-0.37, -0.25, 0.60], [-0.03, 0.07, -0.05], [-0.11, -0.17, -0.08], [0.23, 0.04, 0.18], [-0.21, -0.04, -0.12], [0.04, 0.03, 0.04], [-0.01, -0.01, 0.04], [-0.02, 0.02, -0.02], [-0.06, 0.04, -0.07], [-0.08, -0.25, -0.42], [0.24, -0.02, -0.03], [0.02, -0.08, 0.04], [-0.05, 0.01, 0.01], [0.02, 0.03, 0.00], [0.00, -0.02, -0.01], [-0.08, 0.06, 0.06], [0.06, -0.01, 0.04], [-0.10, -0.15, -0.06], [0.03, 0.04, 0.02], [0.02, 0.00, 0.02], [-0.03, 0.00, -0.01], [-0.05, 0.01, -0.04], [0.06, 0.01, 0.01], [0.02, 0.01, -0.02], [-0.01, -0.01, -0.02], [0.01, 0.00, 0.00], [0.01, 0.04, -0.01], [0.01, -0.02, -0.01], [0.00, -0.03, 0.01], [-0.01, -0.01, 0.01], [0.01, 0.02, -0.04], [0.00, 0.07, 0.05], [-0.03, -0.02, -0.01], [-0.01, 0.01, 0.00], [-0.01, 0.02, 0.00], [0.09, 0.01, 0.01], [0.27, -0.20, -0.25], [0.00, 0.00, 0.00], [0.00, 0.11, 0.37], [-0.23, -0.02, -0.09], [0.10, -0.55, -0.49], [0.05, -0.14, 0.07], [0.04, 0.60, 0.25], [-0.22, 0.42, -0.10]]
}